# 1
Here is a structure of composition C37H39As2Cl2MgO16S3 in a non-equilibrium geometry from the OMol25 dataset. Energies are from ωB97M-V/def2-TZVPD.

```
100
Properties=species:S:1:pos:R:3:lowdin_charge:R:1
Mg -0.81271 1.80732 -0.37480 0.67
O -1.64813 -0.14006 2.95768 -0.31
S -0.78457 0.54225 2.03614 0.31
O 0.62744 0.40738 2.59877 -0.50
O -0.78100 0.04101 0.63622 -0.40
O -1.16012 1.99019 1.78814 -0.43
O 1.21090 1.99307 0.15109 -0.53
S 1.95462 1.75665 1.43966 1.04
C 1.33777 3.00781 2.75019 -0.27
C 1.43964 4.49131 2.64265 -0.22
C 0.84118 5.23908 1.44032 -0.21
C -0.66628 5.21251 1.18198 -0.29
S -1.15176 5.24965 -0.57039 1.03
O -0.78477 3.86759 -1.08373 -0.53
C -0.00276 6.41399 -1.38231 -0.34
C 0.67712 6.05757 -2.55399 -0.08
C 1.85849 6.73453 -2.79660 -0.08
C 2.35507 7.70989 -1.88515 -0.07
C 1.52151 8.24839 -0.87132 -0.07
C 0.26496 7.65416 -0.71582 -0.09
C 3.56344 2.55877 1.24363 -0.38
C 3.83134 3.20078 0.00074 -0.06
C 5.13366 3.75273 -0.18125 -0.09
C 6.06355 3.71040 0.86778 -0.11
C 5.75803 3.01827 2.02655 -0.11
C 4.53268 2.45878 2.21510 -0.12
H 2.04781 2.65650 3.56279 0.11
H 0.30084 2.63383 2.93099 0.07
H 2.54471 4.64309 2.65058 0.11
H 1.09749 4.94489 3.61237 0.13
H 1.28432 4.82707 0.50550 0.11
H 1.16454 6.27688 1.51475 0.10
H -1.20566 6.09059 1.55454 0.09
H -1.08574 4.29660 1.55124 0.07
H 0.34227 5.27994 -3.25493 0.13
H 2.38994 6.45529 -3.70804 0.11
H 3.37922 8.07328 -1.97632 0.10
H 1.83934 9.03182 -0.21757 0.10
H -0.36195 8.04453 0.03588 0.09
H 3.12795 3.08561 -0.86328 0.11
H 5.33731 4.21217 -1.16722 0.10
H 7.04495 4.19656 0.80255 0.10
H 6.52188 3.03776 2.81760 0.11
H 4.26610 1.86191 3.05179 0.10
Cl -7.11359 0.64959 -4.58719 0.61
C -5.84762 0.81577 -3.41234 -0.70
C -6.24885 1.16135 -2.13483 -0.15
C -5.29025 1.41429 -1.14003 -0.62
Cl -5.84127 1.92787 0.37008 0.73
C -3.89230 1.24882 -1.41763 -0.39
O -3.03218 1.58226 -0.59369 -0.05
C -3.48781 0.83075 -2.78118 -0.09
C -2.07062 0.99269 -3.14826 -0.16
O -1.07909 1.30068 -2.46047 -0.04
C -4.50655 0.48119 -3.71566 -0.05
H -7.28493 1.24680 -1.94320 0.08
H -1.91155 0.71908 -4.18857 0.12
H -4.32789 0.04576 -4.69852 0.10
C -5.03658 -4.29739 3.06731 -0.05
O -4.03464 -4.73261 2.13784 -0.05
C -2.77756 -4.24549 2.44609 -0.48
O -2.63266 -3.47178 3.42501 0.09
C -1.76133 -4.69988 1.49690 -0.38
C -0.93030 -5.73981 1.58913 -0.31
As 0.07051 -6.66462 0.15594 1.30
C 1.84001 -6.95504 1.06276 -0.27
C 0.70635 -5.10565 -0.81398 -0.32
C -0.11349 -4.01220 -0.93487 -0.26
As -1.93640 -3.71468 -0.08063 1.34
C -2.86918 -4.89706 -1.42158 -0.28
C 0.04303 -3.02770 -2.05264 -0.47
O -0.74438 -2.69360 -2.91711 0.08
O 1.32932 -2.43372 -2.10638 -0.07
C 1.44892 -1.38871 -3.08116 -0.06
C 2.02897 -5.26278 -1.55285 -0.52
O 3.14244 -5.11059 -1.07471 0.08
O 1.81396 -5.81100 -2.75536 -0.03
C 2.96693 -6.42189 -3.35190 -0.04
C -0.73531 -6.49689 2.88880 -0.50
O -0.55777 -7.72437 2.81907 0.03
O -0.80153 -5.84091 4.06023 -0.05
C 0.05309 -4.68035 4.37238 0.01
H -5.90879 -4.85920 2.90551 0.06
H -5.49329 -3.31934 2.86672 0.11
H -4.70292 -4.45647 4.07973 0.09
H 1.63682 -7.73144 1.81264 0.01
H 2.24126 -6.06728 1.51044 0.03
H 2.58016 -7.27305 0.30387 0.03
H -2.91620 -5.95643 -1.08551 0.02
H -2.40143 -4.83728 -2.40190 0.01
H -3.93411 -4.56098 -1.44821 0.02
H 2.50485 -1.01705 -2.92209 0.11
H 0.74163 -0.61552 -2.88641 0.06
H 1.22976 -1.73136 -4.15999 0.11
H 2.84038 -7.52482 -3.44840 0.10
H 3.79617 -6.23950 -2.64150 0.09
H 3.27331 -6.04790 -4.31820 0.08
H -0.58471 -4.01899 4.91962 0.08
H 0.44519 -4.22074 3.47001 0.10
H 0.85940 -5.14318 4.95245 0.10
```

Calculated values
Frontier orbital gap (eV): 6.61
Total charge: -1
E_LUMO (eV): 1.7
Maximum force (hartree/bohr): 0.1026

***

# 2
Here is a structure of composition C37H39Br2ClIN5O2PtSe from the OMol25 dataset. Energies are from ωB97M-V/def2-TZVPD.

```
89
Properties=species:S:1:pos:R:3:lowdin_charge:R:1
Pt 0.99629 -3.07271 -0.08232 1.21
Cl -3.51994 -2.67164 5.04356 0.75
C -2.77569 -2.79844 3.49158 -0.60
C -3.53266 -3.09165 2.39208 -0.15
C -2.94899 -3.19767 1.11427 -0.64
I -4.13725 -3.55036 -0.54829 0.98
C -1.59229 -3.04455 0.94701 -0.46
O -0.98056 -3.10284 -0.22583 -0.35
C -0.81190 -2.73510 2.08606 -0.16
N 0.52844 -2.53430 1.85005 -0.06
C 1.28777 -2.14079 2.85286 -0.10
C 0.79966 -1.96219 4.15247 -0.02
C -0.52266 -2.19796 4.41470 0.02
C -1.37922 -2.58422 3.36559 -0.16
H -4.59753 -3.24299 2.50418 0.11
H 2.33045 -1.96611 2.64637 0.09
H 1.48062 -1.64811 4.92984 0.12
H -0.92206 -2.08209 5.41290 0.11
Br 1.84547 -6.23461 -5.82330 0.87
C 1.57980 -5.27401 -4.24361 -0.66
C 0.31764 -4.80593 -3.90864 -0.06
C 0.16346 -4.11088 -2.72664 -0.06
N 1.19888 -3.87062 -1.91576 -0.06
C 2.42830 -4.31510 -2.23535 -0.18
C 2.65306 -5.02665 -3.39752 -0.03
C 3.47945 -3.90377 -1.28567 -0.18
C 4.81943 -4.18508 -1.47258 -0.03
C 5.75123 -3.63772 -0.60346 -0.66
Br 7.56697 -4.01148 -0.81759 0.88
C 5.31530 -2.79405 0.40635 -0.06
C 3.95969 -2.58132 0.54207 -0.08
N 3.04579 -3.14610 -0.25063 -0.06
H -0.53559 -4.98874 -4.54477 0.12
H -0.79806 -3.75283 -2.38223 0.11
H 3.63624 -5.38998 -3.65385 0.11
H 5.14634 -4.81338 -2.28685 0.12
H 6.01033 -2.31393 1.07907 0.12
H 3.58791 -1.92756 1.31244 0.10
C 2.41567 1.71288 -2.14589 -0.03
C 1.72808 0.39521 -2.44087 -0.48
C 0.71723 0.48046 -3.56420 -0.04
O 1.19034 -0.19296 -1.23403 -0.56
H 3.07449 1.97107 -2.97573 0.10
H 3.02286 1.64147 -1.24422 0.08
H 1.69953 2.53039 -2.03667 0.08
H 2.47826 -0.35514 -2.70885 0.14
H -0.04928 1.22751 -3.35660 0.06
H 0.23483 -0.48301 -3.73240 0.09
H 1.21583 0.78148 -4.48558 0.10
C -0.07474 3.83426 4.02208 -0.09
C -0.72843 2.67314 3.28195 -0.24
C 0.26429 1.76038 2.56512 -0.19
C 0.97744 2.41034 1.38223 -0.10
N 0.04625 2.79231 0.30830 0.02
C -0.61286 1.94545 -0.49061 -0.45
Se -0.43108 0.04423 -0.52188 1.22
N -1.50258 2.62222 -1.22725 0.02
C -2.48284 2.09087 -2.18255 -0.13
C -3.90430 2.04682 -1.63182 -0.17
C -4.17086 0.96028 -0.58602 -0.24
C -3.63572 1.23965 0.81764 -0.09
C -1.39756 3.96821 -0.91420 -0.13
C -2.07778 5.08254 -1.40554 0.02
C -1.70656 6.30280 -0.88957 -0.04
C -0.69415 6.41913 0.08153 -0.04
C -0.02119 5.32083 0.56654 0.01
C -0.39555 4.08188 0.04649 -0.13
H -0.80434 4.36876 4.62852 0.08
H 0.36879 4.56536 3.34496 0.05
H 0.71274 3.47994 4.68974 0.08
H -1.46806 3.04990 2.56662 0.10
H -1.29176 2.06624 3.99317 0.11
H -0.23544 0.85276 2.22061 0.07
H 1.04141 1.44093 3.26596 0.12
H 1.73746 1.75955 0.95126 0.12
H 1.47014 3.33023 1.69070 0.12
H -2.15787 1.08660 -2.45158 0.09
H -2.41233 2.71935 -3.07106 0.14
H -4.54756 1.86437 -2.49537 0.13
H -4.18937 3.02703 -1.23997 0.12
H -3.78869 0.00238 -0.95509 0.09
H -5.25243 0.83480 -0.51653 0.12
H -2.55071 1.12919 0.90236 0.02
H -4.07280 0.54833 1.53816 0.08
H -3.88620 2.25220 1.14197 0.09
H -2.85020 4.99764 -2.15677 0.12
H -2.19973 7.19852 -1.24021 0.12
H -0.43784 7.40148 0.45298 0.12
H 0.76103 5.42720 1.30359 0.11
```

Calculated values
Frontier orbital gap (eV): 6.54
Total charge: +2
E_LUMO (eV): -5.8
Maximum force (hartree/bohr): 0.0141